{"formula": "C12H10O3", "method": "ωB97M-V with the def2-TZVPD basis set", "symbols": ["C", "O", "C", "C", "C", "O", "C", "C", "C", "C", "C", "C", "C", "C", "O", "H", "H", "H", "H", "H", "H", "H", "H", "H", "H"], "xyz": [[-1.916, -0.637, -2.902], [-1.266, 0.552, -2.542], [-0.433, 0.685, -1.488], [-0.014, 1.943, -1.114], [0.545, 2.286, 0.164], [1.008, 3.374, 0.442], [0.620, 1.121, 1.109], [0.801, 1.370, 2.482], [0.816, 0.357, 3.431], [0.581, -0.927, 3.132], [0.305, -1.209, 1.783], [0.416, -0.224, 0.752], [0.095, -0.591, -0.764], [0.872, -1.557, -1.525], [-0.488, -1.834, -1.020], [-2.559, -0.228, -3.598], [-2.518, -1.112, -2.085], [-1.226, -1.291, -3.372], [-0.475, 2.651, -1.783], [0.845, 2.453, 2.551], [0.958, 0.528, 4.470], [0.477, -1.703, 3.998], [0.029, -2.269, 1.522], [0.875, -1.660, -2.568], [1.653, -2.079, -1.075]], "lowdin_charge": [-0.053, -0.044, -0.136, 0.067, -0.376, 0.086, -0.095, 0.008, -0.109, -0.100, -0.014, -0.033, -0.296, 0.018, -0.023, 0.074, 0.126, 0.082, 0.126, 0.116, 0.096, 0.147, 0.126, 0.103, 0.104], "relative_energy_ev": 3.7279, "homo_ha": -0.3337, "orbital_gap_ha": 0.333}